Entry 1:
Computed, not measured: C5H8N2 in the gas phase at a distorted geometry, with wB97M-V/def2-TZVPD.

- ΔE to the lowest compared entry with this formula, charge and spin: 4.1639 eV
- HOMO level: -8.34 eV
- Orbital gap: 8.9 eV
- Lowest unoccupied orbital energy: 0.56 eV

```
15
C5H8N2, DFT wB97M-V/def2-TZVPD
N -1.130 0.247 -1.831
C -0.694 -0.210 -0.542
C -0.077 -1.582 -0.449
N 0.367 -2.649 -0.534
C 0.454 0.516 0.127
C 0.927 -0.472 1.177
C 0.293 1.516 1.164
H -1.933 -0.290 -2.138
H -0.395 0.127 -2.520
H -1.552 -0.193 0.144
H 1.285 0.762 -0.540
H 0.268 -0.989 1.876
H 1.918 -0.957 1.130
H 0.933 2.404 1.199
H -0.689 1.673 1.625
```

Which charges does Mulliken predict for the atoms? In e, they are: number 1, N, carries -0.63; number 2, C, carries 0.11; number 3, C, carries 0.22; number 4, N, carries -0.52; number 5, C, carries 0.18; number 6, C, carries -0.89; number 7, C, carries -0.82; number 8, H, carries 0.27; number 9, H, carries 0.27; number 10, H, carries 0.27; number 11, H, carries 0.28; number 12, H, carries 0.39; number 13, H, carries 0.34; number 14, H, carries 0.26; number 15, H, carries 0.26

Entry 2:
Computed, not measured: 2 unconnected molecules or ions with the total composition C4H8O2, with wB97M-V/def2-TZVPD.

- Charge: -1
- ΔE to the lowest compared entry with this formula, charge and spin: 0.2504 eV
- HOMO level (spin up / spin down): -0.11 / -2.91 eV
- Orbital gap (spin up / spin down): 4.3 / 6.9 eV
- Spin multiplicity: 2
- Lowest unoccupied orbital energy (spin up / spin down): 4.20 / 4.02 eV

```
14
C4H8O2, DFT wB97M-V/def2-TZVPD
C -0.166 -0.527 1.427
C 0.555 -0.427 0.232
O 1.348 0.692 0.015
C 0.396 -1.240 -0.893
C 0.635 -0.835 -2.208
H -0.046 0.120 2.286
H -0.672 -1.482 1.532
H 1.118 1.339 0.689
H -0.179 -2.130 -0.662
H 1.329 -0.037 -2.444
H 0.370 -1.451 -3.057
H -1.132 1.347 1.192
H -2.241 2.319 0.809
O -1.316 2.312 1.081
```

Which charges does Mulliken predict for the atoms? In e, they are: number 1, C, carries -1.51; number 2, C, carries 0.84; number 3, O, carries -0.52; number 4, C, carries -0.41; number 5, C, carries -0.95; number 6, H, carries 0.45; number 7, H, carries 0.25; number 8, H, carries 0.31; number 9, H, carries 0.22; number 10, H, carries 0.20; number 11, H, carries 0.28; number 12, H, carries 0.31; number 13, H, carries 0.29; number 14, O, carries -0.78

Entry 3:
Computed, not measured: C23H36N4O2 in the gas phase, with wB97M-V/def2-TZVPD.

- SMILES string: CC(C)CCC(=O)N1CCC(N2CCC(C(=O)NCc3ccccn3)CC2)CC1
- ΔE to the lowest compared entry with this formula, charge and spin: 1.0560 eV
- HOMO level: -8.66 eV
- Orbital gap: 9.2 eV
- Lowest unoccupied orbital energy: 0.58 eV

```
65
C23H36N4O2, DFT wB97M-V/def2-TZVPD
C -4.364 -1.479 3.303
C -4.867 -1.604 1.865
C -6.390 -1.715 1.855
C -4.377 -0.407 1.043
C -4.677 -0.534 -0.454
C -4.078 0.631 -1.221
O -4.759 1.596 -1.519
N -2.768 0.563 -1.566
C -1.813 -0.465 -1.227
C -0.694 0.104 -0.349
C -0.012 1.265 -1.079
N 1.150 1.745 -0.344
C 2.069 2.568 -1.110
C 3.480 2.420 -0.525
C 3.455 2.374 1.014
C 3.641 0.960 1.575
O 4.444 0.716 2.455
N 2.845 0.041 1.009
C 2.822 -1.346 1.411
C 2.833 -2.221 0.187
C 3.951 -2.960 -0.183
C 3.895 -3.718 -1.341
C 2.730 -3.709 -2.092
C 1.673 -2.933 -1.644
N 1.719 -2.211 -0.538
C 2.156 3.004 1.531
C 0.895 2.335 0.966
C -1.073 2.321 -1.428
C -2.168 1.675 -2.274
H -4.757 -0.575 3.763
H -4.685 -2.332 3.896
H -3.277 -1.434 3.330
H -4.448 -2.519 1.430
H -6.712 -2.533 2.494
H -6.764 -1.903 0.853
H -6.837 -0.795 2.224
H -4.848 0.505 1.416
H -3.300 -0.305 1.190
H -5.754 -0.478 -0.614
H -4.322 -1.491 -0.840
H -2.297 -1.292 -0.713
H -1.375 -0.849 -2.158
H 0.034 -0.683 -0.142
H -1.124 0.456 0.589
H 0.387 0.866 -2.022
H 1.767 3.627 -1.106
H 2.072 2.231 -2.149
H 4.088 3.261 -0.861
H 3.940 1.508 -0.908
H 4.293 2.952 1.414
H 2.162 0.359 0.319
H 1.913 -1.552 1.991
H 3.698 -1.524 2.040
H 4.841 -2.938 0.426
H 4.746 -4.306 -1.653
H 2.645 -4.286 -3.000
H 0.740 -2.887 -2.191
H 2.133 2.953 2.620
H 2.167 4.060 1.254
H 0.094 3.089 0.928
H 0.572 1.536 1.638
H -0.623 3.147 -1.983
H -1.525 2.719 -0.518
H -2.963 2.391 -2.493
H -1.744 1.309 -3.217
```

Which charges does Mulliken predict for the atoms? In e, they are: number 1, C, carries -1.55; number 2, C, carries 0.74; number 3, C, carries -1.55; number 4, C, carries 0.15; number 5, C, carries -0.91; number 6, C, carries 0.68; number 7, O, carries -0.69; number 8, N, carries 0.21; number 9, C, carries -1.24; number 10, C, carries 0.24; number 11, C, carries -0.71; number 12, N, carries 0.71; number 13, C, carries -0.84; number 14, C, carries -1.27; number 15, C, carries 0.59; number 16, C, carries 0.05; number 17, O, carries -0.74; number 18, N, carries 0.39; number 19, C, carries -1.05; number 20, C, carries 0.67; number 21, C, carries -0.75; number 22, C, carries -0.36; number 23, C, carries -0.71; number 24, C, carries -0.14; number 25, N, carries -0.17; number 26, C, carries -1.43; number 27, C, carries -0.62; number 28, C, carries -0.50; number 29, C, carries -1.33; number 30, H, carries 0.33; number 31, H, carries 0.44; number 32, H, carries 0.35; number 33, H, carries 0.25; number 34, H, carries 0.45; number 35, H, carries 0.35; number 36, H, carries 0.33; number 37, H, carries 0.38; number 38, H, carries -0.34; number 39, H, carries 0.49; number 40, H, carries 0.36; number 41, H, carries 0.47; number 42, H, carries 0.33; number 43, H, carries -0.24; number 44, H, carries 0.20; number 45, H, carries 0.27; number 46, H, carries 0.47; number 47, H, carries 0.47; number 48, H, carries 0.35; number 49, H, carries 0.39; number 50, H, carries 0.54; number 51, H, carries -0.15; number 52, H, carries 0.24; number 53, H, carries 0.54; number 54, H, carries 0.39; number 55, H, carries 0.41; number 56, H, carries 0.39; number 57, H, carries 0.38; number 58, H, carries 0.50; number 59, H, carries 0.42; number 60, H, carries 0.42; number 61, H, carries 0.37; number 62, H, carries 0.43; number 63, H, carries 0.21; number 64, H, carries 0.54; number 65, H, carries 0.38

Entry 4:
Computed, not measured: C15H20Cl2N2O6S in the gas phase at a distorted geometry, with wB97M-V/def2-TZVPD.

- SMILES string: COCCOc1cc(NC(=O)CS(=O)(=O)CC(=O)N(C)C)c(Cl)cc1Cl
- HOMO level: -8.15 eV
- Orbital gap: 8.6 eV
- Lowest unoccupied orbital energy: 0.44 eV

```
46
C15H20Cl2N2O6S, DFT wB97M-V/def2-TZVPD
C 2.633 2.624 1.140
O 1.677 2.673 2.175
C 2.201 2.616 3.477
C 2.436 1.191 4.009
O 1.214 0.539 4.300
C 0.439 0.088 3.286
C 0.900 -0.242 2.020
C 0.046 -0.701 1.026
N 0.491 -1.002 -0.259
C 1.731 -0.826 -0.778
O 2.724 -0.523 -0.154
C 1.757 -1.050 -2.273
S 0.945 0.388 -3.058
O 1.932 1.356 -3.436
O -0.142 0.842 -2.233
C 0.189 -0.313 -4.579
C -0.936 -1.155 -4.030
O -0.671 -2.251 -3.549
N -2.171 -0.641 -4.033
C -2.480 0.711 -4.446
C -3.246 -1.394 -3.424
C -1.307 -0.860 1.331
Cl -2.405 -1.415 0.118
C -1.787 -0.573 2.596
C -0.921 -0.102 3.565
Cl -1.516 0.265 5.137
H 3.343 3.456 1.227
H 2.076 2.716 0.210
H 3.191 1.683 1.121
H 3.143 3.178 3.543
H 1.454 3.096 4.117
H 2.948 1.254 4.973
H 3.053 0.608 3.319
H 1.939 -0.136 1.766
H -0.260 -1.223 -0.906
H 1.183 -1.925 -2.573
H 2.776 -1.074 -2.644
H 0.946 -0.932 -5.048
H -0.096 0.511 -5.220
H -3.538 0.889 -4.269
H -1.905 1.432 -3.862
H -2.284 0.856 -5.511
H -2.872 -2.384 -3.171
H -4.077 -1.487 -4.124
H -3.588 -0.899 -2.514
H -2.832 -0.704 2.827
```

Which charges does Mulliken predict for the atoms? In e, they are: number 1, C, carries -0.63; number 2, O, carries -0.31; number 3, C, carries -0.57; number 4, C, carries -0.49; number 5, O, carries -0.55; number 6, C, carries -0.16; number 7, C, carries 0.05; number 8, C, carries -0.70; number 9, N, carries -0.06; number 10, C, carries 0.44; number 11, O, carries -0.63; number 12, C, carries -0.87; number 13, S, carries 1.24; number 14, O, carries -0.72; number 15, O, carries -0.57; number 16, C, carries -0.94; number 17, C, carries 0.74; number 18, O, carries -0.71; number 19, N, carries 0.16; number 20, C, carries -1.11; number 21, C, carries -1.19; number 22, C, carries 0.96; number 23, Cl, carries -0.27; number 24, C, carries -0.73; number 25, C, carries 0.51; number 26, Cl, carries -0.21; number 27, H, carries 0.36; number 28, H, carries 0.17; number 29, H, carries 0.30; number 30, H, carries 0.40; number 31, H, carries 0.34; number 32, H, carries 0.37; number 33, H, carries 0.33; number 34, H, carries 0.59; number 35, H, carries 0.00; number 36, H, carries 0.53; number 37, H, carries 0.44; number 38, H, carries 0.43; number 39, H, carries 0.38; number 40, H, carries 0.41; number 41, H, carries 0.36; number 42, H, carries 0.35; number 43, H, carries 0.37; number 44, H, carries 0.37; number 45, H, carries 0.38; number 46, H, carries 0.43

What is the formula in the first record?
C5H8N2